1.
Density functional theory data (the ωB97M-V functional and the def2-TZVPD basis) for 2 unconnected molecules or ions with the total composition C10H18O4P in a non-equilibrium geometry.

HOMO energy: -4.327 eV
LUMO energy: 3.0 eV
orbital gap: 0.27075 Eh
energy relative to the best compared isomer or geometry (same formula, charge and spin): 1.344 eV
net charge: -1

Element x y z (Å)
C1 0.17 0.29 0.11
C2 0.38 -1.08 -0.65
C3 -0.61 1.54 -1.91
C4 1.84 1.67 -1.08
C5 -0.04 2.76 0.23
C6 -1.95 -1.59 -1.21
C7 -0.33 -3.49 -0.93
C8 -1.01 -2.41 1.10
C9 0.32 1.59 -0.68
C10 -0.76 -2.10 -0.38
O1 -3.43 2.89 2.17
O2 0.34 0.14 1.31
O3 1.29 -1.37 -1.38
O4 -3.04 1.98 -0.12
P1 -3.55 1.73 1.24
H1 -0.51 2.37 -2.61
H2 -1.57 1.46 -1.51
H3 -0.37 0.62 -2.52
H4 2.41 2.04 -0.22
H5 1.84 2.28 -2.01
H6 2.19 0.69 -1.32
H7 -1.05 2.68 0.59
H8 0.78 2.97 0.93
H9 -0.07 3.65 -0.50
H10 -1.67 -1.34 -2.24
H11 -2.68 -2.40 -1.24
H12 -2.34 -0.85 -0.58
H13 -1.22 -4.10 -1.17
H14 0.48 -3.99 -0.41
H15 0.13 -3.29 -2.01
H16 -0.03 -2.56 1.77
H17 -1.48 -3.37 1.22
H18 -1.67 -1.63 1.64

Mulliken atomic charge list, values in e, 2 entries: atom 1 (C): 0.14, atom 2 (C): 0.01


2.
Density functional theory data (the ωB97M-V functional and the def2-TZVPD basis) for a molecular structure, C21H24LuN2O2P2 in a non-equilibrium geometry.

HOMO energy (alpha / beta): -10.586 / -10.586 eV
LUMO energy (alpha / beta): -3.4 / -3.4 eV
orbital gap (alpha / beta): 0.26449 / 0.26445 Eh
energy relative to the best compared isomer or geometry (same formula, charge and spin): 0.983 eV
net charge: +1

Element x y z (Å)
C1 -1.09 3.51 -0.90
C2 -0.98 2.14 -0.73
C3 0.32 1.59 -0.74
C4 1.40 2.36 -1.16
C5 1.28 3.73 -1.28
C6 0.03 4.31 -1.11
C7 2.75 1.69 -1.51
C8 2.63 0.16 -1.42
C9 1.51 -0.48 -0.91
C10 1.33 -1.88 -1.10
C11 2.39 -2.61 -1.64
C12 3.58 -1.98 -2.03
C13 3.69 -0.59 -1.92
H1 -2.06 3.99 -0.84
H2 2.16 4.32 -1.48
H3 -0.06 5.38 -1.24
H4 2.94 1.90 -2.63
H5 2.27 -3.70 -1.75
H6 4.38 -2.59 -2.47
H7 4.60 -0.12 -2.29
N1 0.49 0.27 -0.25
Lu1 0.08 -0.14 1.59
C14 -2.21 1.29 -0.62
H8 -2.21 0.45 -1.34
H9 -3.14 1.87 -0.73
C15 0.00 -2.58 -0.74
H10 -0.87 -1.99 -1.10
H11 -0.02 -3.62 -1.14
P1 -2.46 0.40 1.05
P2 -0.26 -2.79 1.16
C16 1.05 -4.01 1.52
H12 1.14 -4.05 2.61
H13 0.77 -5.00 1.13
H14 2.01 -3.69 1.10
C17 -1.76 -3.81 1.18
H15 -1.58 -4.77 0.68
H16 -2.00 -3.99 2.24
H17 -2.61 -3.29 0.72
C18 -3.25 1.75 2.01
H18 -4.34 1.61 1.98
H19 -2.88 1.68 3.05
H20 -2.96 2.73 1.60
C19 -3.89 -0.67 0.68
H21 -3.84 -1.54 1.35
H22 -4.81 -0.10 0.88
H23 -3.86 -1.00 -0.37
C20 3.38 1.83 1.19
O1 2.69 0.95 1.45
H24 3.61 2.10 -1.24
O2 0.44 4.18 2.53
C21 0.25 3.01 2.51
N2 0.01 1.81 2.45

Mulliken atomic charge list, values in e, 2 entries: atom 1 (C): -0.70, atom 2 (C): -0.02


3.
Density functional theory data (the ωB97M-V functional and the def2-TZVPD basis) for 2 unconnected molecules or ions with the total composition C5H12O2.

HOMO energy: -8.185 eV
LUMO energy: 0.8 eV
orbital gap: 0.32950 Eh
energy relative to the best compared isomer or geometry (same formula, charge and spin): 3.947 eV

Element x y z (Å)
C1 -1.34 -0.56 1.41
O1 -0.15 -0.39 0.66
C2 -0.27 0.54 -0.43
C3 -0.64 1.94 0.03
C4 1.08 0.55 -1.14
C5 2.01 -2.63 -0.43
O2 0.71 -2.68 -0.51
H1 -1.61 0.35 1.96
H2 -1.15 -1.35 2.14
H3 -2.18 -0.85 0.77
H4 -1.04 0.16 -1.11
H5 0.10 2.31 0.74
H6 -1.63 1.98 0.51
H7 -0.67 2.60 -0.83
H8 1.88 0.77 -0.41
H9 1.09 1.33 -1.90
H10 1.31 -0.41 -1.62
H11 2.23 -1.72 0.20
H12 0.27 -1.93 -0.04

Mulliken atomic charge list, values in e, 2 entries: atom 1 (C): -0.82, atom 2 (O): -0.50


4.
Density functional theory data (the ωB97M-V functional and the def2-TZVPD basis) for a single C5H7NO molecule in a non-equilibrium geometry.

HOMO energy: -9.737 eV
LUMO energy: 1.0 eV
orbital gap: 0.39340 Eh
energy relative to the best compared isomer or geometry (same formula, charge and spin): 1.489 eV

Element x y z (Å)
H1 -3.03 0.23 -0.69
N1 -2.54 0.14 0.20
C1 -1.29 0.04 0.00
O1 -0.74 0.11 -1.25
C2 0.53 -0.55 -1.22
C3 1.06 -0.39 0.18
C4 0.96 0.91 0.85
C5 -0.20 -0.15 1.02
H2 1.12 -0.13 -2.03
H3 0.38 -1.62 -1.37
H4 1.92 -1.02 0.42
H5 0.69 1.82 0.32
H6 1.74 1.08 1.61
H7 -0.61 -0.47 1.98

Mulliken atomic charge list, values in e, 2 entries: atom 1 (H): 0.27, atom 2 (N): -0.74


5.
Density functional theory data (the ωB97M-V functional and the def2-TZVPD basis) for 2 unconnected molecules or ions with the total composition C2H3O3S in a non-equilibrium geometry.

HOMO energy: -4.989 eV
LUMO energy: 3.7 eV
orbital gap: 0.31837 Eh
energy relative to the best compared isomer or geometry (same formula, charge and spin): 0.917 eV
net charge: -1

Element x y z (Å)
C1 1.67 -0.72 0.66
C2 -1.70 0.59 -0.26
O1 2.37 -1.65 0.98
O2 -0.93 0.15 -1.16
O3 -1.60 0.36 0.99
S1 1.80 0.30 -0.88
H1 0.62 -0.63 1.26
H2 -2.68 1.11 -0.56
H3 0.46 0.50 -1.03

Mulliken atomic charge list, values in e, 2 entries: atom 1 (C): 0.19, atom 2 (C): 0.12


6.
Density functional theory data (the ωB97M-V functional and the def2-TZVPD basis) for a single C4H5N3 molecule in a non-equilibrium geometry.

HOMO energy: -9.607 eV
LUMO energy: 0.5 eV
orbital gap: 0.37293 Eh
energy relative to the best compared isomer or geometry (same formula, charge and spin): 3.161 eV

Element x y z (Å)
C1 1.63 0.18 0.88
N1 1.08 0.03 -0.47
C2 -0.17 0.46 -0.72
N2 -0.96 1.00 -1.54
C3 -1.56 0.35 -0.29
C4 -2.19 -0.98 -0.43
N3 -2.67 -2.04 -0.42
H1 1.01 0.85 1.50
H2 2.61 0.65 0.76
H3 1.72 -0.77 1.42
H4 1.51 -0.58 -1.16
H5 -1.92 0.93 0.56

Mulliken atomic charge list, values in e, 2 entries: atom 1 (C): -0.72, atom 2 (N): -0.18